Formula: C6H11ClNO2
Source: the Open Molecules 2025 dataset
Level of theory: wB97M-V/def2-TZVPD

Each line ends with the natural charge from an NBO analysis.
Geometry (Å):
C: -2.8375 0.6167 0.3392  0.63
C: -0.5799 -1.0891 0.7161  -0.27
C: -0.1727 1.3091 0.4077  -0.29
C: 0.9018 -1.2626 0.7103  -0.11
C: 1.3678 1.0940 0.4556  -0.07
C: -0.7591 -0.0599 -1.3952  -0.45
N: -0.9543 0.1734 0.0625  -0.31
O: -2.8082 1.7686 0.4675  -0.39
O: 1.5195 -0.0919 1.2473  -0.52
Cl: -3.9403 -0.5633 0.3121  0.26
H: -1.0531 -2.0066 0.2094  0.24
H: -0.9578 -1.1285 1.7037  0.23
H: -0.5605 1.6228 1.4667  0.24
H: -0.3566 2.1683 -0.1836  0.24
H: 1.2241 -2.1908 1.2905  0.24
H: 1.4014 -1.5044 -0.1934  0.19
H: 1.7585 1.0641 -0.4966  0.18
H: 1.9315 1.9701 1.1111  0.25
H: -1.0477 0.7961 -2.0446  0.25
H: 0.4434 -0.0421 -1.5612  0.23
H: -1.1127 -1.0447 -1.6226  0.23

Forces on atoms 1 to 2 (eV/Å):
3.4 2.1 -0.1
-0.5 -2.0 -0.9

The calculation puts the LUMO energy at -4.51 eV. As for the charge: +1. The value obtained for the strongest force on any atom is 5.012 eV Å⁻¹. The multiplicity is 1. The total energy is -900.27836 a.u.

Formula: C3H5OP
Source: the Open Molecules 2025 dataset
Level of theory: wB97M-V/def2-TZVPD

Each line ends with the natural charge from an NBO analysis.
Geometry (Å):
C: -0.7742 -2.4263 1.1700  -0.11
C: -0.8672 -1.2189 0.9705  -0.45
P: -1.1155 0.4427 0.3350  1.67
C: 0.3373 0.6801 -0.9079  -0.92
O: -2.3555 0.7031 -0.4122  -1.07
H: -0.5404 -3.3704 1.5314  0.23
H: -0.8956 1.2840 1.5211  -0.07
H: 0.1367 -0.2311 -1.5722  0.25
H: 0.2346 1.6193 -1.4180  0.25
H: 1.2565 0.6569 -0.3127  0.23

Forces on atoms 1 to 2 (eV/Å):
0.0 3.7 -0.3
-0.1 -1.8 -0.1

Its SMILES is C#C[P@@H](C)=O. The calculation puts the LUMO energy at 0.87 eV. As for the charge: 0. The value obtained for the strongest force on any atom is 3.741 eV Å⁻¹. The multiplicity is 1. The total energy is -533.83587 a.u.

Formula: C10H12N2O3
Source: the Open Molecules 2025 dataset
Level of theory: wB97M-V/def2-TZVPD

Each line ends with the natural charge from an NBO analysis.
Geometry (Å):
C: 4.5188 1.5430 0.1821  -0.34
C: 3.2344 1.4131 -0.3330  -0.26
C: 4.4527 1.2250 1.5043  0.14
C: 2.4989 0.9053 0.7180  0.20
C: 1.1517 0.5615 0.8249  -0.05
C: 0.2212 0.3329 -1.2900  0.86
C: -1.6203 0.3742 0.3934  -0.19
C: -0.8852 -0.4606 1.4221  -0.09
C: -0.9251 -1.9546 1.1152  -0.62
C: -1.9560 -0.2670 -2.0518  -0.41
N: -0.9932 0.1018 -0.9766  -0.47
N: 0.4977 -0.0002 1.8264  0.06
O: 0.8125 -0.2447 3.0167  -0.55
O: 0.9446 0.3589 -2.1981  -0.53
O: 3.2850 0.9027 1.8549  -0.37
H: 5.2754 1.9922 -0.3200  0.21
H: 2.8765 1.5691 -1.2777  0.23
H: 5.1623 1.2272 2.2393  0.19
H: -2.6681 0.0940 0.2781  0.22
H: -1.5638 1.3562 0.6614  0.22
H: -1.3502 -0.3475 2.3889  0.23
H: -1.9131 -2.3470 1.1050  0.21
H: -0.3940 -2.3991 1.9127  0.24
H: -0.4762 -2.2351 0.1413  0.21
H: -1.3529 -0.6074 -2.8080  0.22
H: -2.4511 -1.1784 -1.5791  0.22
H: -2.5374 0.5652 -2.4715  0.22

Forces on atoms 1 to 2 (eV/Å):
-0.8 0.0 1.0
-0.4 -1.4 2.7

The calculation puts the LUMO energy (alpha / beta) at 0.47 / 0.47 eV. As for the charge: 0. The value obtained for the strongest force on any atom is 4.749 eV Å⁻¹. The multiplicity is 1. The total energy is -723.27021 a.u.

Formula: C52H66N6O5PS4ScSeTe
Source: the Open Molecules 2025 dataset
Level of theory: wB97M-V/def2-TZVPD

Each line ends with the Mulliken charge.
Geometry (Å):
Sc: 0.9054 -0.4558 0.8512  -0.99
C: 1.0530 -1.3854 -3.6901  -1.32
C: 1.0202 -0.6927 -2.4654  -0.68
N: 1.5042 -1.1976 -1.3516  1.83
C: 2.0488 -2.4336 -1.3867  -0.02
C: 2.0789 -3.2204 -2.5367  1.32
C: 1.5584 -2.6550 -3.7194  -1.24
C: 2.6373 -4.5428 -2.4736  -1.20
C: 3.1587 -5.0211 -1.3237  -1.16
C: 3.2032 -4.2035 -0.1422  1.60
C: 3.7910 -4.6258 1.0623  -1.17
C: 3.8591 -3.7589 2.1215  -1.44
C: 3.3222 -2.4740 1.9736  -0.81
N: 2.7388 -2.0552 0.8684  1.68
C: 2.6685 -2.9125 -0.1773  -0.72
H: 0.6277 -0.9235 -4.5690  0.63
H: 0.5817 0.2962 -2.3964  0.29
H: 1.5597 -3.2351 -4.6337  0.45
H: 2.6286 -5.1487 -3.3704  0.45
H: 3.5708 -6.0203 -1.2751  0.44
H: 4.1882 -5.6304 1.1387  0.45
H: 4.3035 -4.0488 3.0626  0.55
H: 3.3630 -1.7620 2.7896  0.85
S: -3.1053 2.0544 1.2284  -0.28
C: -1.5992 1.3775 1.2625  1.07
S: -0.8787 0.6164 2.6292  -0.61
S: -0.5267 1.4103 -0.1263  -0.84
C: -1.1102 -6.2064 1.9602  -1.25
C: -0.1163 -5.3060 2.6578  -0.46
O: 0.1071 -4.1270 1.8822  0.43
P: -0.5002 -2.6728 2.1933  -1.05
O: -0.3384 -2.0056 0.8188  0.51
Te: -2.4743 -2.7860 3.4185  -0.23
O: 0.7796 -1.9572 2.9545  0.73
C: 0.7851 -1.5527 4.3332  -0.33
C: 1.4177 -2.6223 5.1949  -1.24
H: -1.3079 -7.0857 2.5749  0.40
H: -0.7239 -6.5324 0.9954  0.28
H: -2.0482 -5.6751 1.8047  0.20
H: 0.8600 -5.7902 2.7423  0.33
H: -0.4630 -5.0410 3.6596  0.30
H: -0.2408 -1.3482 4.6521  0.55
H: 1.3459 -0.6150 4.3604  -0.09
H: 0.8441 -3.5485 5.1383  0.20
H: 1.4292 -2.2948 6.2354  0.42
H: 2.4441 -2.8316 4.8894  0.16
C: 4.8244 -0.2859 -1.5341  -0.87
N: 4.3138 0.8100 -2.3272  0.57
C: 5.0326 1.1094 -3.5518  -0.64
C: 4.1578 1.9070 -4.4968  -0.64
C: 3.5969 3.0956 -3.7451  -0.68
N: 2.8767 2.6404 -2.5725  0.45
C: 1.8225 3.5002 -2.0630  -0.74
C: 3.2705 1.5583 -1.8439  -0.29
O: 2.6858 1.2417 -0.8067  0.78
H: 4.8619 -1.1976 -2.1376  0.39
H: 4.1704 -0.4485 -0.6820  -0.40
H: 5.8364 -0.0703 -1.1750  0.39
H: 5.3287 0.1598 -4.0061  0.35
H: 5.9549 1.6634 -3.3300  0.31
H: 3.3354 1.2822 -4.8527  0.20
H: 4.7374 2.2372 -5.3593  0.39
H: 2.8981 3.6614 -4.3641  0.38
H: 4.4075 3.7806 -3.4603  0.29
H: 1.0566 3.6399 -2.8275  0.35
H: 2.2248 4.4814 -1.7919  0.30
H: 1.3659 3.0521 -1.1835  -0.12
C: -7.3473 -3.1044 -0.3673  -1.09
C: -6.1980 -3.1833 -1.3653  -0.30
C: -4.8229 -3.3145 -0.7191  -0.58
C: -4.3291 -2.0857 0.0372  -0.27
N: -4.3555 -0.8690 -0.7629  0.87
C: -3.4632 -0.5802 -1.7384  -0.68
Se: -2.0633 -1.6392 -2.2665  -0.14
N: -3.7779 0.6435 -2.2286  0.92
C: -3.0231 1.3335 -3.2581  -0.41
C: -3.3957 0.8668 -4.6600  -0.49
C: -4.7974 1.2811 -5.1027  -0.19
C: -4.9018 2.7610 -5.4539  -1.32
C: -4.8793 1.1446 -1.5571  1.14
C: -5.5617 2.3439 -1.6705  -0.38
C: -6.6113 2.5593 -0.7929  -0.82
C: -6.9590 1.6088 0.1699  -1.04
C: -6.2770 0.4081 0.2776  -0.66
C: -5.2395 0.1858 -0.6129  -0.03
H: -8.3131 -3.1535 -0.8707  0.38
H: -7.3295 -2.1763 0.2019  0.16
H: -7.2995 -3.9320 0.3430  0.32
H: -6.2100 -2.3068 -2.0206  0.12
H: -6.3524 -4.0495 -2.0138  0.44
H: -4.0804 -3.5484 -1.4842  0.10
H: -4.8292 -4.1480 -0.0099  0.61
H: -3.2963 -2.2371 0.3560  -0.88
H: -4.9174 -1.8891 0.9334  0.68
H: -1.9676 1.1496 -3.0484  -0.72
H: -3.2029 2.4005 -3.1175  0.53
H: -3.2953 -0.2209 -4.6795  0.18
H: -2.6567 1.2689 -5.3605  0.51
H: -5.5131 1.0362 -4.3124  0.13
H: -5.0863 0.6874 -5.9732  0.42
H: -4.6685 3.3996 -4.6014  0.26
H: -5.9053 3.0223 -5.7892  0.36
H: -4.2051 3.0178 -6.2540  0.37
H: -5.2776 3.0925 -2.3951  0.27
H: -7.1611 3.4886 -0.8436  0.42
H: -7.7673 1.8193 0.8557  0.40
H: -6.5287 -0.3067 1.0467  0.48
O: 2.1384 0.7733 1.9898  -0.69
S: 2.2024 2.2856 1.6876  1.18
C: 1.5081 3.0943 3.1495  -1.10
C: 0.6039 4.2067 2.7006  0.50
C: -0.7513 4.1739 2.9948  -0.48
C: -1.5905 5.1725 2.5206  -0.64
C: -1.0810 6.2087 1.7559  -0.46
C: 0.2772 6.2518 1.4655  -0.85
C: 1.1119 5.2529 1.9349  -0.09
C: 3.9744 2.6159 1.8915  -1.33
C: 4.5597 2.1893 3.1973  0.35
C: 4.8364 3.1134 4.1988  -0.26
C: 5.3412 2.6979 5.4221  -0.79
C: 5.5714 1.3509 5.6563  -0.53
C: 5.3048 0.4224 4.6588  -0.66
C: 4.8063 0.8397 3.4362  -0.01
H: 2.3155 3.4528 3.7894  0.67
H: 0.9575 2.2962 3.6474  0.35
H: -1.1606 3.3452 3.5574  0.50
H: -2.6498 5.1140 2.7270  0.46
H: -1.7405 6.9776 1.3766  0.38
H: 0.6825 7.0621 0.8734  0.42
H: 2.1721 5.2915 1.7035  0.32
H: 4.0871 3.6866 1.7099  0.73
H: 4.4032 2.0634 1.0542  0.15
H: 4.6619 4.1678 4.0186  0.41
H: 5.5545 3.4274 6.1910  0.40
H: 5.9648 1.0258 6.6096  0.40
H: 5.4912 -0.6295 4.8343  0.46
H: 4.6038 0.1240 2.6505  0.35

Forces on atoms 1 to 2 (eV/Å):
-0.4 0.9 0.1
0.0 0.0 0.1

The calculation puts the LUMO energy at -0.50 eV. As for the charge: 0. The value obtained for the strongest force on any atom is 1.021 eV Å⁻¹. The multiplicity is 1. The total energy is -8090.49166 a.u.

Formula: C4H8O2
Source: the Open Molecules 2025 dataset
Level of theory: wB97M-V/def2-TZVPD

Each line ends with the natural charge from an NBO analysis.
Geometry (Å):
C: -1.4610 -0.0177 1.4852  -0.72
C: -0.2890 -0.6092 0.7371  0.61
O: 0.6701 -1.0553 1.3462  -0.57
C: -0.3002 -0.6131 -0.7797  -0.54
C: 0.9642 0.0919 -1.2986  -0.04
O: 2.1302 -0.6205 -0.9852  -0.72
H: -2.0001 0.7300 0.8947  0.22
H: -2.1626 -0.8273 1.7255  0.25
H: -1.1072 0.4137 2.4261  0.24
H: -0.2770 -1.6522 -1.1299  0.24
H: -1.2032 -0.1334 -1.1727  0.22
H: 0.9930 1.1202 -0.8982  0.15
H: 0.9143 0.1702 -2.3888  0.18
H: 2.0482 -0.8835 -0.0531  0.49

Forces on atoms 1 to 2 (eV/Å):
0.0 0.0 0.1
0.2 -0.1 0.2

Its SMILES is CC(=O)CCO. The calculation puts the LUMO energy at 0.83 eV. As for the charge: 0. The value obtained for the strongest force on any atom is 0.504 eV Å⁻¹. The multiplicity is 1. The total energy is -307.68153 a.u.

Formula: C22H36EuN5O4
Source: the Open Molecules 2025 dataset
Level of theory: wB97M-V/def2-TZVPD

Each line ends with the natural charge from an NBO analysis.
Geometry (Å):
Eu: 0.2215 -0.3905 -0.2808  1.98
C: 0.3776 2.9362 -5.5667  -0.60
C: -0.6278 2.5029 -4.4989  -0.43
C: -0.9736 1.0287 -4.5388  -0.03
C: -1.7948 0.5956 -5.5828  -0.18
C: -2.2350 -0.7090 -5.6801  -0.19
C: -1.8785 -1.6217 -4.6964  -0.19
C: -1.0678 -1.2345 -3.6420  -0.08
C: -0.7001 -2.2591 -2.5953  -0.38
C: 0.7604 -2.7103 -2.6354  -0.63
C: -0.5845 0.0817 -3.5859  0.17
N: 0.2345 0.4277 -2.4585  -0.68
C: 1.2847 1.1912 -2.6097  0.19
C: 2.0391 1.6929 -1.5222  -0.06
C: 3.0726 2.6278 -1.5587  -0.17
C: 3.3921 2.9230 -0.2323  -0.30
C: 2.5218 2.1725 0.5533  0.00
N: 1.6958 1.4133 -0.1972  -0.68
H: 0.5743 4.0058 -5.5022  0.23
H: -0.0048 2.7283 -6.5666  0.22
H: 1.3310 2.4101 -5.4821  0.20
H: -1.5566 3.0553 -4.6581  0.23
H: -0.2825 2.8042 -3.5083  0.21
H: -2.1045 1.3199 -6.3278  0.23
H: -2.8670 -1.0123 -6.5038  0.24
H: -2.2339 -2.6443 -4.7490  0.22
H: -1.3368 -3.1353 -2.7173  0.25
H: -1.0019 -1.9019 -1.6013  0.14
H: 0.9683 -3.1323 -3.6183  0.26
H: 0.9699 -3.4804 -1.8904  0.22
H: 1.4678 -1.8904 -2.5035  0.21
H: 1.6228 1.4603 -3.6079  0.22
H: 3.5218 3.0419 -2.4494  0.24
H: 4.1432 3.6084 0.1251  0.25
H: 2.4827 2.1520 1.6342  0.19
C: -2.2704 -3.7288 2.4828  -0.26
O: -1.5957 -2.6026 3.1188  -0.46
C: -0.8070 -1.8879 2.3693  0.92
O: -0.6626 -2.0422 1.1432  -0.73
N: -0.1602 -0.9285 3.0611  -0.45
N: 0.7049 -0.0809 2.3548  -0.65
H: -2.7202 -4.2815 3.2975  0.23
H: -1.5444 -4.3371 1.9536  0.21
H: -3.0299 -3.3485 1.8067  0.20
H: -0.2302 -0.8940 4.0679  0.43
H: 1.6697 -0.2931 2.5951  0.40
H: 0.5135 0.8818 2.6174  0.40
C: 4.0229 -3.2246 -0.6858  -0.65
C: 3.0047 -2.7878 0.3319  -0.06
O: 2.4164 -1.5006 -0.0314  -0.78
H: 4.4719 -4.1654 -0.3658  0.25
H: 4.8307 -2.4941 -0.7715  0.22
H: 3.5751 -3.3714 -1.6680  0.22
H: 3.4389 -2.6890 1.3268  0.19
H: 2.1578 -3.4692 0.3896  0.19
H: 3.1170 -0.8688 -0.2457  0.52
C: -5.2625 1.3731 -0.9584  -0.42
N: -3.9565 1.3281 -0.2657  -0.34
C: -3.6153 2.3559 0.7234  -0.42
C: -3.0961 0.4049 -0.5890  0.57
O: -1.9424 0.3107 -0.0831  -0.76
H: -5.8022 2.2458 -0.6062  0.24
H: -5.8452 0.4849 -0.7281  0.23
H: -5.1183 1.4647 -2.0321  0.23
H: -4.5385 2.7567 1.1298  0.23
H: -3.0475 3.1602 0.2569  0.23
H: -3.0293 1.9151 1.5241  0.22
H: -3.4230 -0.3062 -1.3513  0.17

Forces on atoms 1 to 2 (eV/Å):
0.4 -0.1 0.7
0.0 0.0 -0.1

The expectation value of S² is 12.01. The calculation puts the LUMO energy (alpha / beta) at -6.79 / -5.19 eV. As for the charge: +2. The value obtained for the strongest force on any atom is 0.842 eV Å⁻¹. The multiplicity is 7. The total energy is -2144.57474 a.u.